Molecular formula: C16H28CoN5Se
Method: DFT, ωB97M-V with the def2-TZVPD basis set

Results
DFT total energy in eV: -127464.8688
Multiplicity: 2
Frontier orbital gap (spin up / spin down) in eV: 8.0 / 7.8
HOMO level (spin up / spin down) in eV: -10.78 / -10.59
Charge: +1

Atoms and positions in Å:
Co -0.2584 0.1509 -0.7570
N 1.1385 -3.9753 0.9195
C 1.2856 -2.4720 0.9332
C 2.6378 -2.0759 0.3637
C 2.7568 -0.5516 0.2629
N 1.8865 -0.0061 -0.8068
C 2.4411 0.0988 1.6126
C 1.1327 -0.3679 2.2518
N -0.0105 0.1692 1.4858
C 1.0849 -1.8956 2.3243
H 0.7428 -4.2707 0.0055
H 0.5008 -4.2958 1.6396
H 2.0285 -4.4467 1.0537
H 0.5118 -2.0920 0.2874
H 2.7959 -2.5353 -0.6213
H 3.4317 -2.4276 1.0339
H 3.7942 -0.3269 0.0263
H 2.0800 -0.4667 -1.6882
H 2.1177 0.9722 -0.9467
H 2.4239 1.1887 1.4957
H 3.2543 -0.1357 2.3045
H 1.1079 0.0069 3.2723
H -0.0035 1.1832 1.5599
H -0.8804 -0.1309 1.9108
H 0.1261 -2.2239 2.7479
H 1.8814 -2.2292 2.9977
C -3.0531 -0.5442 0.1098
N -2.3764 0.3268 -0.8584
C -2.7931 -0.0541 -2.2245
C -2.7386 1.7573 -0.6196
C -1.5494 2.6628 -0.7368
C -1.7142 4.0447 -0.6018
C -0.6207 4.8919 -0.6973
C 0.6375 4.3506 -0.9356
C 0.7857 2.9722 -1.0521
C -0.2989 2.0952 -0.9532
H -4.1406 -0.4504 0.0356
H -2.7630 -0.2749 1.1241
H -2.7822 -1.5849 -0.0817
H -3.8728 0.0861 -2.3415
H -2.5501 -1.0948 -2.4184
H -2.2702 0.5680 -2.9497
H -3.1846 1.8605 0.3705
H -3.5046 2.0583 -1.3367
H -2.7076 4.4521 -0.4203
H -0.7492 5.9645 -0.5922
H 1.5007 5.0011 -1.0273
H 1.7883 2.5974 -1.2565
Se -0.4116 -4.4106 -2.2586
C -0.3428 -2.6376 -2.0457
N -0.2963 -1.4820 -1.9011

Cartesian forces (eV/Å) of the 2 atoms listed first:
Co -0.102 0.454 -0.580
N -0.005 0.234 -0.148